This record from the OMol25 dataset describes a molecular structure, C19H33As2CoN2O5. The level of theory is ωB97M-V with the def2-TZVPD basis set.

XYZ file:
```
62
Properties=species:S:1:pos:R:3
Co -0.50 -0.06 0.76
C 0.87 -2.95 3.40
C 0.11 -2.05 2.48
N 0.53 -0.89 2.13
O 1.81 -0.54 2.49
C -1.18 -2.43 1.94
C -1.92 -3.68 2.30
N -1.63 -1.57 1.06
O -2.77 -1.68 0.53
H 1.89 -2.62 3.53
H 0.86 -3.97 3.02
H 0.38 -2.96 4.38
H 1.86 0.39 2.19
H -1.93 -3.84 3.38
H -1.46 -4.56 1.84
H -2.94 -3.60 1.94
C -2.71 1.81 -1.86
As -1.56 0.32 -1.43
C -2.51 -1.13 -2.30
C -0.16 0.48 -2.78
C -0.31 1.23 -3.94
C 0.68 1.24 -4.91
C 1.83 0.49 -4.73
C 2.00 -0.25 -3.58
C 1.01 -0.25 -2.59
As 1.25 -1.19 -0.91
C 1.74 -2.97 -1.53
C 3.02 -0.55 -0.44
H -3.13 1.69 -2.86
H -2.15 2.74 -1.78
H -3.51 1.82 -1.12
H -2.66 -0.89 -3.35
H -3.46 -1.29 -1.79
H -1.92 -2.04 -2.21
H -1.21 1.81 -4.09
H 0.54 1.84 -5.81
H 2.60 0.49 -5.49
H 2.91 -0.83 -3.44
H 2.66 -2.94 -2.12
H 0.93 -3.39 -2.12
H 1.90 -3.61 -0.66
H 3.70 -0.66 -1.28
H 3.39 -1.11 0.41
H 2.91 0.50 -0.18
C 1.37 3.50 -0.29
C 0.78 2.65 0.82
C 1.63 2.72 2.08
O 0.67 1.34 0.35
H 1.49 4.55 0.01
H 0.73 3.47 -1.17
H 2.35 3.11 -0.59
H -0.21 3.06 1.07
H 2.62 2.29 1.88
H 1.15 2.15 2.88
H 1.77 3.74 2.44
C -2.43 1.71 3.85
O -1.52 0.92 3.07
C -1.70 1.00 1.73
O -2.52 1.72 1.22
H -2.00 1.76 4.85
H -3.41 1.23 3.89
H -2.54 2.70 3.43
```

Computed properties:
**Total charge**: 0
**Orbital gap (spin up / spin down)**: 8.10 / 8.10 eV
**HOMO (spin up / spin down)**: -0.2814 / -0.2814 Ha
**LUMO level (spin up / spin down)**: 0.45 / 0.45 eV
**2S+1**: 1
**Total energy**: -192757.1097 eV